DFT (ωB97M-V with the def2-TZVPD basis set) results for a cluster of 3 separate species, C40H35Br2ClFNO5 in total at a distorted geometry.

```
85
Properties=species:S:1:pos:R:3:forces:R:3
C 2.874636 0.248086 0.712437 0.16 0.00 0.54
C 3.467388 1.546013 1.243308 0.23 0.78 -1.64
Br 2.352091 2.964683 0.422463 -0.88 -0.29 0.59
C 4.958161 1.768376 0.779024 -1.37 0.98 1.08
Br 5.227176 3.708444 0.425619 1.09 -0.39 0.15
C 6.007180 1.344275 1.800358 1.56 -0.48 -0.15
C 5.773528 0.029703 2.558412 -0.50 0.05 -0.01
C 4.792556 -0.048059 3.721085 0.19 -0.28 -0.25
C 5.408841 0.614966 4.944736 -0.26 0.38 -0.14
F 5.700468 -0.336241 5.894350 0.05 -0.45 0.47
N 5.741985 -0.980626 1.495875 0.04 0.24 0.33
C 6.731230 -0.569091 0.589563 -0.56 1.80 1.98
O 7.118910 -1.193089 -0.314851 0.93 -1.78 -2.92
C 7.267994 0.826350 1.022474 -0.64 -0.07 -0.18
C 7.942784 1.680718 -0.041671 0.74 -0.39 0.22
C 8.862573 2.736183 0.626051 -0.84 0.34 0.12
C 8.582294 4.197502 0.241825 0.63 -0.56 0.34
Cl 10.140130 5.093628 0.106918 -0.24 0.07 -0.18
H 3.277500 -0.012847 -0.261158 0.14 -0.06 -0.11
H 1.806131 0.343673 0.600199 -0.31 -0.10 0.09
H 3.054835 -0.543088 1.433607 0.00 -0.33 -0.03
H 3.321384 1.673942 2.301332 0.09 0.18 0.16
H 5.063382 1.301353 -0.191235 0.21 -0.10 -0.15
H 6.274613 2.135344 2.495368 -0.22 0.31 -0.02
H 6.731699 -0.156025 3.036131 0.14 -0.03 0.30
H 3.801260 0.335617 3.515303 -0.09 0.00 -0.01
H 4.686807 -1.093869 3.995202 -0.14 -0.23 -0.04
H 6.352829 1.093653 4.710940 0.18 0.27 -0.15
H 4.748856 1.348239 5.398612 -0.12 0.08 0.10
H 4.851498 -1.216230 1.081346 0.14 -0.28 0.06
H 8.075443 0.589419 1.716646 -0.09 0.06 0.41
H 7.273749 2.100439 -0.782773 -0.25 0.15 0.01
H 8.602077 1.006097 -0.579833 -0.07 -0.21 -0.29
H 9.906936 2.513618 0.474019 0.25 -0.13 -0.34
H 8.721268 2.667398 1.700710 0.05 0.01 0.27
H 8.015993 4.269005 -0.673316 0.15 0.22 -0.36
H 8.043142 4.684046 1.034282 -0.27 0.29 0.10
C 1.572139 2.748233 -4.269139 -0.03 -0.03 0.07
C 1.652293 2.492322 -2.902697 -0.05 -0.03 -0.24
C 0.749070 1.628887 -2.305883 0.12 0.07 -0.13
C -0.244003 1.029369 -3.069674 -0.06 -0.01 -0.12
C -0.338548 1.304419 -4.435229 -0.04 -0.06 0.12
C 0.579891 2.157419 -5.032996 0.14 0.13 -0.05
C -1.425338 0.706160 -5.259804 -0.02 0.05 -0.31
O -1.505737 0.941071 -6.447924 0.00 -0.01 0.06
C -2.414552 -0.181188 -4.587780 0.04 0.01 0.13
C -3.468590 -0.706867 -5.323960 -0.14 -0.09 -0.07
C -4.388334 -1.543971 -4.714813 0.04 0.00 0.07
C -4.254722 -1.868049 -3.368225 -0.07 -0.03 -0.06
C -3.208856 -1.343163 -2.629574 -0.15 -0.10 0.05
C -2.291432 -0.492005 -3.231363 0.04 0.07 -0.10
C -1.193543 0.090387 -2.413377 0.03 -0.08 0.32
O -1.076357 -0.189747 -1.235873 -0.01 0.02 -0.05
H 2.284221 3.416513 -4.736203 -0.01 -0.01 0.00
H 2.420301 2.966193 -2.309065 0.02 -0.01 -0.01
H 0.810608 1.425097 -1.248859 -0.11 -0.07 0.00
H 0.514048 2.360601 -6.093330 -0.11 -0.07 0.01
H -3.569875 -0.457585 -6.371596 0.12 0.06 0.01
H -5.211826 -1.948230 -5.289202 0.01 0.00 0.00
H -4.970302 -2.527924 -2.893357 0.02 0.01 0.03
H -3.108086 -1.593083 -1.582203 0.11 0.07 -0.01
C -9.650570 -5.506042 0.360728 -0.04 0.02 0.04
C -10.583012 -4.978114 1.248158 0.05 -0.01 -0.05
C -10.338338 -3.768520 1.875296 -0.14 -0.10 0.01
C -9.154854 -3.085400 1.626944 0.13 -0.02 -0.07
C -8.209059 -3.626280 0.753130 -0.06 0.08 0.09
C -8.466661 -4.832603 0.114185 -0.06 -0.15 -0.06
C -6.914482 -2.933577 0.507862 0.20 -0.10 -0.19
O -6.094898 -3.401508 -0.257218 -0.01 0.04 -0.02
C -6.646371 -1.658498 1.227638 -0.10 0.01 0.07
C -5.422403 -1.023988 1.056901 0.15 0.11 -0.01
C -5.163728 0.169017 1.708975 -0.05 0.05 0.04
C -6.131337 0.739485 2.529945 0.03 -0.04 -0.04
C -7.351096 0.109369 2.708682 0.07 0.14 0.07
C -7.610384 -1.094682 2.066635 0.06 -0.09 -0.09
C -8.914181 -1.776500 2.295665 -0.22 0.13 0.20
O -9.758351 -1.281130 3.013249 0.05 -0.03 -0.03
H -9.847887 -6.447787 -0.134908 0.00 0.01 0.01
H -11.502905 -5.512133 1.448193 0.00 0.01 -0.01
H -11.064467 -3.354026 2.561411 0.08 0.10 0.00
H -7.738450 -5.244174 -0.571480 0.07 0.09 0.04
H -4.668607 -1.462850 0.417645 -0.10 -0.10 -0.03
H -4.207179 0.658258 1.577112 -0.01 -0.01 -0.01
H -5.929972 1.675957 3.033824 0.00 -0.01 0.00
H -8.102603 0.549268 3.350195 -0.07 -0.11 -0.02
```
Positions in Å, forces in eV/Å.

As for the total charge: 0. The electronic energy comes out at -7684.3229 a.u. The HOMO energy is -0.35224 hartree. Its frontier orbital gap is 8.50 eV.

Atom charges from the Löwdin analysis, given in e for atoms 1 to 8: atom 1 (C): -0.138, atom 2 (C): -0.661, atom 3 (Br): 0.720, atom 4 (C): -0.583, atom 5 (Br): 0.735, atom 6 (C): -0.257, atom 7 (C): -0.297, atom 8 (C): -0.098

---

DFT (ωB97M-V with the def2-TZVPD basis set) results for an isolated molecule of C3H2NO2P at a distorted geometry.

```
9
Properties=species:S:1:pos:R:3:forces:R:3
O 1.328547 -2.037748 0.484005 0.08 -1.11 -0.81
C 0.807470 -1.155207 -0.127278 -1.08 3.22 3.43
C 0.258185 0.126730 0.840331 -0.49 -1.53 -3.63
C -0.756121 0.850318 0.397280 0.35 -0.88 0.52
O -1.244689 0.822586 -0.924659 -0.63 1.89 -0.70
P -0.086041 0.678426 -2.037831 0.12 -5.65 3.06
N 0.359397 -0.800432 -1.290842 1.01 2.94 -5.43
H 0.763593 0.058540 1.716933 0.78 0.42 2.84
H -1.430342 1.456787 0.942062 -0.14 0.70 0.73
```
Positions in Å, forces in eV/Å.

As for the total charge: 0. The energy above the lowest of the compared OMol25 structures with the same formula, charge and spin is 239.1 kJ/mol. The electronic energy comes out at -661.9962 a.u. The HOMO energy (spin up / spin down) is -0.32987 / -0.33023 hartree. Its frontier orbital gap (spin up / spin down) is 6.98 / 7.00 eV. As for the SMILES: O=c1ccopn1.

Atom charges from the Löwdin analysis, given in e for atoms 1 to 8: atom 1 (O): 0.077, atom 2 (C): -0.596, atom 3 (C): 0.037, atom 4 (C): -0.202, atom 5 (O): -0.417, atom 6 (P): 1.048, atom 7 (N): -0.119, atom 8 (H): 0.064

---

DFT (ωB97M-V with the def2-TZVPD basis set) results for a structure of composition C23H28N2O2P2S3Y.

```
61
Properties=species:S:1:pos:R:3:forces:R:3
Y -0.414898 0.181648 0.632358 0.05 -0.28 -0.26
C -0.899271 -4.292554 0.281794 0.01 -0.08 -0.08
C -1.395571 -2.877555 0.398307 0.01 0.01 0.04
O -0.540381 -1.969647 0.033390 0.01 0.07 0.04
C -2.635196 -2.605381 0.910183 0.04 0.04 -0.03
C -3.047240 -1.225002 1.091743 0.05 -0.04 0.01
C -3.532623 -0.791702 2.447356 -0.08 -0.03 0.01
N -2.961135 -0.304498 0.177938 0.11 -0.01 0.05
N -2.836801 -0.758103 -1.135859 -0.03 0.01 0.08
C -1.972907 -0.114641 -1.845000 0.11 0.12 -0.10
O -1.139126 0.791472 -1.411498 -0.05 0.01 0.11
C -1.874306 -0.463826 -3.296348 -0.07 -0.04 0.11
C -1.026734 0.272194 -4.116791 -0.01 -0.02 -0.04
C -0.895752 -0.054131 -5.460972 0.03 0.04 0.02
C -1.607561 -1.118781 -5.992140 -0.03 -0.04 -0.02
C -2.455537 -1.857584 -5.173310 0.00 0.02 0.04
C -2.589037 -1.533406 -3.832647 0.02 0.01 -0.05
H 0.031842 -4.402034 0.840608 -0.01 0.02 0.02
H -1.625795 -5.023575 0.634398 -0.02 0.03 0.01
H -0.672144 -4.497903 -0.767419 -0.01 0.01 0.00
H -3.196188 -3.401473 1.382592 -0.01 0.02 0.01
H -4.405060 -1.399820 2.707028 0.00 0.03 0.03
H -2.777962 -0.957083 3.217561 0.03 -0.02 -0.02
H -3.813225 0.259676 2.444175 -0.01 0.00 -0.03
H -0.473171 1.095516 -3.684342 0.01 0.00 -0.01
H -0.231843 0.525799 -6.091570 0.00 0.00 0.00
H -1.503329 -1.377708 -7.039047 0.01 0.01 0.00
H -3.010664 -2.693825 -5.580998 0.00 0.00 -0.01
H -3.235120 -2.101552 -3.177301 0.00 0.00 0.01
S -0.640168 1.687339 2.877545 -0.17 0.07 -0.04
C 1.026130 1.207156 3.156997 -0.02 -0.14 0.03
S 1.510049 -0.338694 2.489252 0.02 0.25 -0.02
S 2.063923 2.178038 4.011858 0.05 -0.01 0.00
C 3.598308 0.128352 -0.413691 0.11 0.00 0.02
P 1.950060 0.041567 -1.193780 -0.18 0.04 0.09
C 2.141738 -1.362118 -2.343687 -0.03 -0.07 -0.03
C 1.989231 1.509677 -2.301513 0.06 0.01 -0.01
C 2.515821 1.445124 -3.591014 0.00 0.01 0.00
C 2.523347 2.557436 -4.418099 0.00 0.00 -0.01
C 2.010854 3.763314 -3.961368 0.00 -0.02 0.01
C 1.487151 3.840136 -2.680631 0.00 0.01 -0.01
C 1.461252 2.726570 -1.845583 -0.05 -0.01 0.13
P 0.703619 2.796904 -0.167782 0.02 -0.16 -0.10
C 1.819112 3.897918 0.754910 0.06 0.07 0.06
C -0.767541 3.845964 -0.417991 0.00 0.09 -0.01
H 4.391457 0.236713 -1.156619 0.01 0.00 0.02
H 3.755022 -0.773691 0.179141 -0.02 -0.03 -0.04
H 3.624242 0.958039 0.293567 -0.02 0.04 -0.04
H 3.096985 -1.362044 -2.871992 -0.01 0.00 0.00
H 1.317994 -1.360481 -3.059762 0.00 0.02 0.00
H 2.060986 -2.275394 -1.752761 0.00 0.01 0.02
H 2.913139 0.511193 -3.967021 0.00 -0.01 0.00
H 2.927349 2.479443 -5.420092 0.00 0.01 0.00
H 2.012700 4.636576 -4.601756 0.00 0.00 0.00
H 1.079543 4.780054 -2.327408 0.01 0.01 -0.02
H 1.905159 4.873709 0.271510 0.02 0.00 0.00
H 2.805346 3.443696 0.848283 0.00 -0.01 -0.04
H 1.428434 4.010301 1.768606 -0.04 -0.01 -0.02
H -0.527789 4.839762 -0.800848 0.02 -0.01 0.01
H -1.253885 3.951094 0.553472 0.00 -0.01 0.00
H -1.445530 3.335224 -1.100731 0.00 -0.02 0.01
```
Positions in Å, forces in eV/Å.

As for the total charge: -1. The energy above the lowest of the compared OMol25 structures with the same formula, charge and spin is 62.8 kJ/mol. The electronic energy comes out at -3069.0859 a.u. The HOMO energy is -0.15620 hartree. Its frontier orbital gap is 6.78 eV.

Atom charges from the Löwdin analysis, given in e for atoms 1 to 8: atom 1 (Y): 0.961, atom 2 (C): -0.034, atom 3 (C): -0.485, atom 4 (O): -0.249, atom 5 (C): -0.042, atom 6 (C): -0.396, atom 7 (C): -0.059, atom 8 (N): -0.014

---

DFT (ωB97M-V with the def2-TZVPD basis set) results for a structure of composition C19H45DyI2NOP3 at a distorted geometry.

```
72
Properties=species:S:1:pos:R:3:forces:R:3
I 0.512215 -0.548208 -7.782462 0.50 -2.18 -0.50
I -0.037385 1.825292 -7.154162 -0.49 2.11 0.77
Dy 0.248615 -0.000808 -2.569063 0.23 -14.58 -0.05
P -2.061685 -0.182208 -2.610963 -8.71 -0.65 -0.12
C -3.041485 1.316492 -2.222163 0.06 0.25 0.01
C -2.727585 -0.718008 -4.231062 0.04 0.08 -0.04
H -3.811185 -0.871608 -4.182163 0.20 -0.02 -0.04
H -3.807385 -1.549008 -1.567463 0.15 0.02 -0.20
H -2.228485 -1.649308 -4.510762 -0.19 -0.02 -0.13
H -2.223585 -2.386108 -1.658763 -0.15 0.00 0.13
H -2.788885 2.108692 -2.932063 -0.13 -0.03 0.03
H -2.497885 0.041192 -4.983562 -0.08 -0.09 -0.04
C -2.723885 -1.436508 -1.451763 0.00 -0.01 0.06
H -4.115285 1.108992 -2.275163 0.16 -0.03 -0.02
H -2.493085 -1.136208 -0.426163 0.06 -0.11 -0.45
H -2.787585 1.664592 -1.217263 -0.10 -0.04 -0.20
P 2.564015 -0.101208 -2.603863 8.80 -0.26 -0.20
C 3.489815 1.429892 -2.209362 -0.09 0.33 0.04
C 3.265915 -1.334008 -1.444963 -0.23 -0.09 0.11
H 2.789015 -1.558808 -4.505062 0.19 0.00 -0.13
H 4.341615 -0.724908 -4.171063 -0.21 0.00 0.01
H 2.998315 0.140892 -4.974962 0.08 -0.09 -0.03
C 3.253315 -0.610408 -4.222762 -0.15 0.03 -0.05
H 2.797715 -2.299408 -1.653763 0.16 -0.03 0.13
H 4.352715 -1.410108 -1.559063 -0.19 0.05 -0.13
H 4.570315 1.259392 -2.256662 -0.17 -0.06 -0.05
H 3.218815 1.768692 -1.205563 0.16 -0.03 -0.27
H 3.023615 -1.042708 -0.419463 0.02 -0.11 -0.25
H 3.213915 2.213492 -2.920262 0.13 -0.04 0.01
C 0.216615 1.761792 -2.114262 -0.63 17.41 5.57
O 0.195915 2.894892 -1.821563 0.27 -3.58 -1.25
C 1.643115 1.355092 3.346437 -0.22 0.33 0.44
C 1.617515 0.501492 2.064737 0.09 0.43 1.13
C 2.172015 1.358692 0.957338 0.05 0.31 -0.67
C 2.591215 -0.656708 2.334338 0.08 -0.47 0.31
P -0.151085 -0.120608 1.491838 0.07 -1.43 -1.54
N -0.013785 -0.609408 -0.135563 0.03 2.99 -1.31
C -0.622785 -1.840508 2.349437 -0.14 -0.56 0.50
C -0.846885 -1.667508 3.857738 -0.01 0.23 0.34
C -1.898785 -2.464508 1.743837 -0.21 -0.17 -0.49
C 0.444115 -2.946808 2.141337 0.42 -0.25 -0.30
C -1.524985 1.293092 1.824937 -0.40 0.49 1.21
C -2.973485 0.859792 1.523137 -0.30 -0.19 0.32
C -1.606785 1.776592 3.305737 -0.02 0.10 0.53
C -1.213185 2.541892 1.004037 0.35 0.20 -0.09
H 2.691315 1.568992 3.653237 -0.51 -0.45 -0.29
H 1.142115 0.841692 4.192137 0.23 0.52 -0.39
H 1.223615 2.358592 3.163437 -0.12 -0.49 0.24
H 3.232215 1.639392 1.142437 -0.61 -0.34 -0.05
H 2.061615 0.755192 0.062037 0.34 0.16 -0.31
H 1.610515 2.288092 0.786337 0.10 -0.21 0.17
H 2.350115 -1.128708 3.306638 0.09 0.07 -0.61
H 2.589815 -1.415308 1.542237 -0.02 0.10 0.29
H 3.634015 -0.287208 2.453738 -0.70 0.08 -0.24
H -1.749685 -1.069308 4.052038 0.40 -0.06 0.05
H -1.036085 -2.649108 4.344237 0.27 0.47 -0.44
H 0.035915 -1.208708 4.343338 -0.52 -0.17 -0.07
H -1.716685 -2.768508 0.696337 -0.15 0.23 0.50
H -2.175185 -3.398008 2.283637 0.45 0.63 -0.11
H -2.783785 -1.827608 1.800438 0.15 0.03 -0.12
H 0.691515 -3.064208 1.065237 -0.04 0.06 0.61
H 1.356315 -2.824208 2.726638 -0.12 0.28 -0.25
H 0.066415 -3.926008 2.510838 -0.25 0.70 -0.36
H -3.323485 0.101792 2.242638 0.16 0.16 -0.43
H -3.673485 1.714192 1.656337 0.70 -0.26 0.01
H -3.133985 0.526492 0.507237 0.05 -0.33 -0.15
H -0.721585 2.281392 3.686938 0.12 -0.23 -0.21
H -2.399885 2.550492 3.415737 0.28 -0.59 -0.44
H -1.865385 0.985092 4.015838 0.08 0.07 -0.21
H -0.273385 3.019192 1.324437 -0.28 -0.19 -0.22
H -1.152085 2.264892 -0.041363 0.08 0.20 -0.13
H -2.004085 3.316092 1.115537 0.32 -0.66 0.05
```
Positions in Å, forces in eV/Å.

As for the total charge: +2. As for the expectation value of S²: 9.37. The energy above the lowest of the compared OMol25 structures with the same formula, charge and spin is 837.5 kJ/mol. The electronic energy comes out at -3384.5700 a.u. The HOMO energy (spin up / spin down) is -0.51070 / -0.50750 hartree. Its frontier orbital gap (spin up / spin down) is 5.17 / 5.24 eV. As for the spin multiplicity: 6.

Atom charges from the Löwdin analysis, given in e for atoms 1 to 8: atom 1 (I): 0.067, atom 2 (I): 0.051, atom 3 (Dy): 0.944, atom 4 (P): 0.638, atom 5 (C): -0.214, atom 6 (C): -0.234, atom 7 (H): 0.071, atom 8 (H): 0.078